Record 1
Entry from OMol25: a molecular structure, C35H42BrFINO23P3 in a non-equilibrium geometry (ωB97M-V with the def2-TZVPD basis set).

Each line ends with the Löwdin charge.
Geometry (Å):
1 C -0.562 -1.282 3.230  -0.10
2 C -0.787 -0.550 1.762  -0.26
3 O -2.037 0.199 1.688  -0.21
4 C -1.835 1.643 1.668  -0.16
5 C -2.707 2.296 0.417  -0.17
6 O -3.671 1.274 0.025  -0.25
7 C -3.904 1.245 -1.420  -0.38
8 P -3.985 -0.606 -1.948  0.21
9 Br -6.269 -0.199 -2.146  0.49
10 P -1.857 -1.062 -1.759  0.86
11 C -0.759 0.495 -1.780  -0.31
12 O -1.447 -1.953 -3.225  -0.39
13 P -3.979 -0.070 -4.112  0.56
14 N -3.913 -1.359 -5.086  -0.24
15 O -5.474 0.764 -4.449  -0.45
16 O -2.704 1.053 -4.514  -0.30
17 O -4.111 -2.332 -2.305  -0.42
18 C -3.942 -3.104 -1.064  -0.18
19 C -4.721 -2.243 0.078  -0.40
20 F -6.103 -2.735 -0.056  -0.09
21 C -4.397 -2.482 1.649  -0.09
22 C -5.022 -1.365 2.654  -0.29
23 C -6.646 -1.316 2.670  -0.60
24 I -7.343 0.446 3.841  0.68
25 O -4.411 -0.859 -0.246  -0.36
26 H -1.483 -1.141 3.938  0.08
27 H -0.488 -2.443 3.054  0.06
28 H 0.443 -0.980 3.731  0.07
29 H 0.157 0.025 1.419  0.11
30 H -0.904 -1.449 1.007  0.09
31 H -0.743 1.991 1.501  0.12
32 H -2.222 2.145 2.635  0.10
33 H -1.964 2.615 -0.412  0.10
34 H -3.252 3.249 0.850  0.13
35 H -3.173 1.890 -2.047  0.08
36 H -4.972 1.703 -1.597  0.04
37 H -0.579 0.925 -0.713  0.02
38 H -1.114 1.342 -2.486  0.03
39 H 0.295 0.159 -2.188  0.03
40 H -0.546 -1.636 -3.510  0.02
41 H -4.774 -1.427 -5.672  -0.04
42 H -6.001 0.261 -5.124  0.05
43 H -3.144 1.716 -5.137  0.07
44 H -2.909 -3.573 -0.831  0.12
45 H -4.642 -4.020 -1.222  0.13
46 H -4.715 -3.526 2.046  0.12
47 H -3.228 -2.433 1.762  0.12
48 H -4.593 -0.286 2.494  0.10
49 H -4.678 -1.667 3.739  0.11
50 H -7.135 -1.193 1.621  0.06
51 H -7.133 -2.251 3.192  0.06
52 C 3.663 1.190 -6.827  0.07
53 C 2.557 0.588 -6.386  -0.21
54 C 2.362 0.288 -4.940  -0.30
55 O 1.328 -0.247 -4.566  0.10
56 C 3.441 0.651 -4.010  0.08
57 C 4.549 1.250 -4.452  -0.21
58 C 4.731 1.574 -5.894  -0.31
59 O 5.751 2.141 -6.265  0.10
60 O 5.565 1.590 -3.590  0.05
61 O 1.552 0.222 -7.250  0.09
62 H 3.816 1.416 -7.875  0.13
63 H 3.295 0.411 -2.965  0.14
64 H 6.256 2.010 -4.149  0.07
65 H 0.863 -0.192 -6.689  0.12
66 C 1.282 -4.554 5.133  0.08
67 C 1.498 -5.642 5.874  -0.21
68 C 2.303 -6.784 5.358  -0.31
69 O 2.498 -7.760 6.070  0.10
70 C 2.834 -6.691 3.991  0.07
71 C 2.615 -5.603 3.249  -0.21
72 C 1.833 -4.450 3.775  -0.30
73 O 1.667 -3.460 3.075  0.10
74 O 3.105 -5.506 1.968  0.09
75 O 0.985 -5.752 7.145  0.08
76 H 0.701 -3.716 5.497  0.14
77 H 3.402 -7.534 3.622  0.14
78 H 2.814 -4.628 1.644  0.12
79 H 1.281 -6.627 7.471  0.11
80 C -5.555 5.285 6.224  0.07
81 C -5.096 4.398 5.339  -0.20
82 C -3.717 4.501 4.785  -0.29
83 O -3.320 3.662 3.990  0.11
84 C -2.881 5.628 5.221  0.08
85 C -3.343 6.517 6.103  -0.22
86 C -4.711 6.398 6.678  -0.31
87 O -5.097 7.220 7.500  0.09
88 O -2.570 7.577 6.517  0.08
89 O -5.880 3.355 4.907  0.02
90 H -6.554 5.221 6.636  0.14
91 H -1.888 5.701 4.797  0.14
92 H -3.127 8.071 7.154  0.11
93 H -5.330 2.848 4.272  0.07
94 C 10.048 1.542 -5.232  0.09
95 C 11.357 1.391 -5.018  -0.21
96 C 11.873 0.792 -3.756  -0.31
97 O 13.078 0.651 -3.599  0.11
98 C 10.895 0.394 -2.733  0.08
99 C 9.587 0.547 -2.946  -0.20
100 C 9.071 1.121 -4.219  -0.27
101 O 7.864 1.231 -4.389  0.09
102 O 8.663 0.181 -1.995  0.10
103 O 12.282 1.784 -5.958  0.09
104 H 9.660 1.973 -6.146  0.14
105 H 11.283 -0.024 -1.813  0.14
106 H 7.789 0.389 -2.386  0.11
107 H 13.155 1.569 -5.569  0.12

Summary:
* E_tot: -7139.652923 a.u.
* E_LUMO: -0.96 eV
* charge: -1

Record 2
Entry from OMol25: a molecular structure, C35H42Cl2FeN2O4P in a non-equilibrium geometry (ωB97M-V with the def2-TZVPD basis set).

Each line ends with the Löwdin charge.
Geometry (Å):
1 O 0.204 -0.102 -2.082  -0.29
2 C -0.764 0.235 -2.944  -0.44
3 C -0.459 1.585 -3.642  -0.17
4 C 0.303 2.572 -3.027  -0.07
5 H 0.659 2.393 -2.008  0.02
6 C 0.600 3.763 -3.698  -0.10
7 H 1.235 4.492 -3.198  0.09
8 C 0.076 3.998 -4.969  -0.13
9 H 0.288 4.937 -5.481  0.08
10 C -0.719 3.019 -5.575  -0.11
11 H -1.140 3.196 -6.562  0.08
12 C -0.973 1.813 -4.921  -0.05
13 H -1.582 1.030 -5.385  0.11
14 H -0.851 -0.505 -3.765  0.12
15 C -2.902 -1.114 -2.234  -0.10
16 C -2.193 0.207 -2.262  -0.28
17 H -3.929 -1.001 -2.616  0.07
18 H -2.984 -1.502 -1.202  0.02
19 H -2.360 -1.849 -2.844  0.07
20 C -2.777 1.363 -1.911  -0.16
21 C -4.171 1.504 -1.381  -0.13
22 H -2.240 2.302 -2.034  0.10
23 H -4.802 2.052 -2.104  0.07
24 H -4.187 2.075 -0.438  0.06
25 H -4.658 0.536 -1.188  0.05
26 Fe -0.526 -0.231 0.097  0.25
27 Cl 0.089 1.962 0.302  0.12
28 Cl -2.572 -0.256 0.991  0.11
29 H 4.667 1.250 -2.626  0.08
30 H 4.818 1.907 -0.236  0.08
31 C 3.583 1.337 -2.455  -0.05
32 C 3.790 1.606 0.009  -0.06
33 N 3.247 0.874 -1.119  -0.18
34 H 3.047 0.726 -3.190  0.09
35 C 2.476 -0.208 -0.925  -0.36
36 O 1.938 -0.522 0.152  -0.08
37 H 3.782 0.973 0.900  0.08
38 H 2.376 -0.824 -1.842  0.12
39 H 3.296 2.391 -2.583  0.08
40 H 3.194 2.509 0.202  0.07
41 H -0.483 -5.476 0.628  0.09
42 H 1.346 -5.868 -1.358  0.09
43 C -0.983 -4.917 -0.173  -0.03
44 C 0.768 -5.125 -1.923  -0.05
45 N 0.005 -4.268 -1.025  -0.18
46 H -1.644 -4.162 0.260  0.10
47 C 0.239 -2.956 -0.938  -0.23
48 O -0.458 -2.201 -0.213  -0.12
49 H 1.451 -4.504 -2.512  0.09
50 H 1.072 -2.584 -1.556  0.13
51 H -1.552 -5.625 -0.780  0.08
52 H 0.088 -5.664 -2.596  0.09
53 O 0.190 -1.121 2.631  -0.34
54 P 0.143 -0.359 3.917  0.78
55 C 1.683 0.556 4.202  -0.23
56 C 2.653 0.091 5.107  -0.08
57 C 3.886 0.735 5.220  -0.09
58 C 4.172 1.852 4.428  -0.09
59 C 3.218 2.309 3.508  -0.08
60 C 2.003 1.635 3.362  -0.07
61 C -1.355 0.649 4.058  -0.28
62 C -2.471 0.153 4.750  -0.09
63 C -3.657 0.883 4.795  -0.09
64 C -3.749 2.104 4.120  -0.09
65 C -2.647 2.594 3.409  -0.08
66 C -1.450 1.882 3.398  -0.12
67 C 0.024 -1.382 5.402  -0.32
68 C -0.029 -2.776 5.305  -0.06
69 C -0.141 -3.542 6.471  -0.09
70 C -0.193 -2.921 7.726  -0.10
71 C -0.131 -1.525 7.818  -0.08
72 C -0.023 -0.755 6.656  -0.10
73 H 2.449 -0.782 5.727  0.10
74 H 4.629 0.349 5.922  0.10
75 H 5.140 2.346 4.509  0.10
76 H 3.430 3.178 2.885  0.10
77 H 1.321 1.927 2.562  0.03
78 H -2.408 -0.796 5.289  0.10
79 H -4.509 0.491 5.355  0.10
80 H -4.681 2.666 4.138  0.10
81 H -2.721 3.521 2.845  0.11
82 H -0.611 2.271 2.830  0.03
83 H 0.017 -3.240 4.318  0.11
84 H -0.191 -4.627 6.395  0.10
85 H -0.284 -3.520 8.634  0.10
86 H -0.167 -1.027 8.787  0.10
87 H 0.030 0.332 6.723  0.12

Summary:
* E_tot: -4294.992269 a.u.
* 2S+1: 5
* E_LUMO (alpha / beta): 2.48 / 2.48 eV
* charge: -1
* relative energy (zero: lowest compared OMol25 entry of this formula, charge and spin): 0.0 kJ/mol